[1]
Molecular formula: C41H31Br2Cl2N4O7STa
Method: DFT, ωB97M-V/def2-TZVPD

## Properties
E   -8849.91352 hartree
Energy relative to the best compared isomer or geometry (same formula, charge and spin)   4.925 eV
Orbital gap   4.9 eV
Highest occupied orbital energy   -11.906 eV
Charge   +2

Last column: Löwdin charge in e.
Element x y z (Å)
1 Ta 0.496 -0.683 -0.771  2.03
2 Br 4.691 4.563 0.875  0.96
3 C 3.486 3.186 0.465  -0.56
4 C 3.807 1.909 0.879  -0.04
5 C 2.939 0.879 0.583  -0.05
6 N 1.811 1.073 -0.105  0.01
7 C 1.485 2.325 -0.507  -0.08
8 C 2.292 3.427 -0.237  -0.13
9 C -0.464 1.307 -1.956  -0.52
10 C -1.412 1.669 -3.041  -0.05
11 C -2.712 1.699 -2.746  -0.68
12 Br -3.978 2.218 -4.030  0.83
13 C -3.229 1.293 -1.441  -0.08
14 C -2.416 0.684 -0.573  -0.09
15 N -1.061 0.533 -0.872  -0.11
16 H 4.720 1.707 1.421  0.13
17 H 3.152 -0.130 0.904  0.12
18 H 2.840 5.446 -0.469  0.13
19 H -1.014 1.928 -4.012  0.13
20 H -4.277 1.420 -1.218  0.11
21 H -2.738 0.261 0.369  0.07
22 C -0.498 7.944 -2.408  0.01
23 C 0.286 6.829 -1.823  -0.15
24 C 0.211 6.563 -0.447  0.04
25 C 0.932 5.554 0.119  -0.15
26 C 0.789 5.204 1.557  0.02
27 C 1.938 4.832 -0.700  -0.22
28 C 1.870 5.036 -2.173  -0.16
29 C 2.724 4.187 -3.050  0.02
30 C 1.107 6.044 -2.666  0.04
31 C 0.175 2.527 -1.267  -0.20
32 O -0.351 3.606 -1.265  0.18
33 O 0.619 0.455 -2.347  -0.23
34 H -1.350 8.216 -1.790  0.10
35 H -0.824 7.714 -3.422  0.10
36 H 0.158 8.821 -2.475  0.12
37 H -0.465 7.146 0.165  0.14
38 H 0.358 6.025 2.126  0.11
39 H 1.737 4.910 2.008  0.09
40 H 0.109 4.348 1.636  0.12
41 H 3.728 4.074 -2.634  0.11
42 H 2.800 4.602 -4.051  0.10
43 H 2.303 3.179 -3.132  0.10
44 H 1.110 6.251 -3.728  0.14
45 Cl -2.027 -6.077 3.131  0.76
46 C -2.784 -4.809 2.223  -0.59
47 C -3.280 -5.090 0.964  -0.11
48 C -3.861 -4.079 0.216  -0.07
49 C -3.944 -2.801 0.741  -0.11
50 C -3.447 -2.536 2.006  -0.57
51 Cl -3.614 -0.921 2.635  0.76
52 C -2.848 -3.524 2.790  -0.33
53 N -2.365 -3.298 4.073  0.06
54 C -1.492 -2.247 4.458  -0.24
55 C -1.795 -1.533 5.614  -0.01
56 C -0.955 -0.537 6.078  -0.06
57 C 0.205 -0.229 5.380  -0.07
58 C 0.520 -0.940 4.235  -0.04
59 C -0.308 -1.959 3.772  -0.14
60 C 0.115 -2.782 2.563  -0.01
61 C 0.214 -1.904 1.385  -0.52
62 O -0.770 -1.586 0.630  -0.07
63 O 1.329 -1.330 1.032  -0.13
64 H -3.196 -6.097 0.579  0.11
65 H -4.262 -4.292 -0.765  0.11
66 H -4.427 -2.007 0.188  0.10
67 H -2.302 -4.128 4.643  0.11
68 H -2.713 -1.770 6.135  0.13
69 H -1.207 0.001 6.981  0.11
70 H 0.873 0.541 5.742  0.11
71 H 1.451 -0.738 3.715  0.11
72 H -0.613 -3.555 2.338  0.11
73 H 1.089 -3.247 2.716  0.16
74 O -0.575 -6.147 0.213  -0.27
75 S 0.737 -5.693 -0.109  0.69
76 O 1.863 -6.049 0.689  -0.24
77 N 0.684 -3.999 -0.184  0.05
78 C 0.900 -3.625 -1.377  -0.39
79 O 0.887 -2.310 -1.696  -0.18
80 C 1.144 -4.636 -2.417  -0.14
81 C 1.387 -4.487 -3.769  0.01
82 C 1.574 -5.642 -4.520  -0.04
83 C 1.514 -6.899 -3.928  -0.03
84 C 1.264 -7.048 -2.566  0.00
85 C 1.084 -5.895 -1.837  -0.20
86 H 1.429 -3.507 -4.226  0.12
87 H 1.766 -5.565 -5.581  0.12
88 H 1.662 -7.780 -4.538  0.12
89 H 1.214 -8.025 -2.106  0.13

[2]
Molecular formula: C28H36N3O
Method: DFT, ωB97M-V/def2-TZVPD

## Properties
E   -1327.75760 hartree
Energy relative to the best compared isomer or geometry (same formula, charge and spin)   2.073 eV
Orbital gap   4.3 eV
Highest occupied orbital energy   -9.414 eV
Charge   +1

Last column: Löwdin charge in e.
Element x y z (Å)
1 C -3.046 -3.548 -0.204  -0.21
2 C -2.445 -4.883 0.247  -0.19
3 C -0.906 -4.883 0.131  -0.14
4 C -0.233 -3.573 0.469  -0.23
5 N 1.193 -3.509 0.431  -0.08
6 C 1.980 -4.733 0.160  -0.14
7 C 3.459 -4.570 0.519  -0.18
8 O 4.021 -3.414 -0.080  -0.14
9 C 3.344 -2.233 0.320  -0.18
10 C 1.861 -2.274 -0.046  -0.13
11 C -0.964 -2.470 0.715  -0.07
12 C -2.457 -2.402 0.633  -0.21
13 H -2.820 -3.383 -1.265  0.11
14 H -4.143 -3.567 -0.134  0.11
15 H -2.731 -5.066 1.291  0.12
16 H -2.879 -5.717 -0.324  0.11
17 H -0.499 -5.667 0.780  0.11
18 H -0.623 -5.165 -0.890  0.12
19 H 1.553 -5.564 0.728  0.12
20 H 1.878 -4.985 -0.899  0.12
21 H 3.596 -4.483 1.602  0.12
22 H 4.055 -5.430 0.187  0.13
23 H 3.478 -2.127 1.402  0.13
24 H 3.857 -1.388 -0.159  0.10
25 H 1.741 -2.221 -1.131  0.12
26 H 1.357 -1.398 0.368  0.09
27 H -0.455 -1.564 0.987  0.08
28 H -2.766 -1.432 0.219  0.09
29 H -2.879 -2.440 1.646  0.11
30 C -5.221 4.037 2.519  -0.06
31 N -4.404 4.298 1.333  -0.23
32 C -5.051 5.019 0.232  -0.06
33 C -3.034 3.882 1.260  -0.19
34 C -2.683 2.687 0.613  0.02
35 C -1.374 2.319 0.479  -0.02
36 C -0.328 3.138 0.969  -0.20
37 C 1.030 2.821 0.728  0.13
38 C 1.491 2.042 -0.365  -0.12
39 C 2.848 1.605 -0.610  -0.12
40 C 3.991 1.585 0.197  -0.01
41 C 5.175 1.145 -0.341  -0.07
42 C 5.249 0.735 -1.677  -0.06
43 C 4.134 0.726 -2.481  0.01
44 C 2.915 1.150 -1.940  -0.14
45 N 1.625 1.257 -2.488  -0.03
46 C 1.285 1.100 -3.898  0.02
47 C 0.781 1.777 -1.542  0.06
48 C -0.696 4.299 1.692  0.01
49 C -2.008 4.659 1.825  0.02
50 H -4.637 3.497 3.261  0.09
51 H -5.563 4.972 2.957  0.08
52 H -6.086 3.433 2.253  0.08
53 H -4.346 5.159 -0.586  0.09
54 H -5.908 4.458 -0.137  0.08
55 H -5.388 5.998 0.572  0.08
56 H -3.469 2.053 0.240  0.13
57 H -1.131 1.365 0.045  0.11
58 H 1.773 3.311 1.331  0.14
59 H 3.918 1.893 1.225  0.12
60 H 6.057 1.106 0.276  0.11
61 H 6.198 0.421 -2.082  0.12
62 H 4.188 0.403 -3.506  0.11
63 H 2.139 0.741 -4.467  0.09
64 H 0.465 0.396 -4.009  0.10
65 H 0.974 2.060 -4.302  0.11
66 H -0.233 2.070 -1.748  0.14
67 H 0.076 4.921 2.109  0.12
68 H -2.282 5.553 2.356  0.13

[3]
Molecular formula: C3H2ClN
Method: DFT, ωB97M-V/def2-TZVPD

## Properties
E   -630.29945 hartree
Energy relative to the best compared isomer or geometry (same formula, charge and spin)   3.521 eV
Orbital gap (alpha / beta)   8.7 / 6.8 eV
Highest occupied orbital energy (alpha / beta)   -11.144 / -10.242 eV
Charge   0

Last column: Löwdin charge in e.
Element x y z (Å)
1 C 0.028 -0.279 -1.434  -0.25
2 C 0.598 0.599 0.885  0.03
3 C -0.040 0.064 -0.113  -0.16
4 N 0.125 -0.705 -2.529  0.20
5 Cl -2.408 -1.364 0.614  -0.04
6 H 0.289 0.331 1.947  0.11
7 H 1.408 1.354 0.630  0.12